ORCA calculation (wB97M-V/def2-TZVPD) on a single C4H11NO2 molecule in a non-equilibrium geometry.

Atoms and positions in Å:
C: -1.269 -0.890 0.506
C: -0.079 0.116 0.441
C: 0.775 -0.179 1.668
O: 0.075 0.734 2.679
N: 0.812 0.073 -0.656
C: 0.451 0.559 -1.902
O: -0.520 -0.339 -2.781
H: -2.029 -0.711 1.337
H: -1.111 -1.954 0.377
H: -1.808 -0.705 -0.428
H: -0.462 1.248 0.283
H: 0.794 -1.282 1.943
H: 1.781 0.171 1.648
H: 0.135 0.187 3.493
H: 1.440 -0.662 -0.643
H: 1.402 0.747 -2.437
H: -0.192 1.435 -1.663
H: -1.337 0.220 -2.770

Forces on atoms 1 to 3 (eV/Å):
C -1.86 1.39 -1.01
C -0.45 0.55 0.33
C -2.03 1.77 1.77

The calculation puts the total energy at -9909.3074 eV. Its LUMO energy is 0.90 eV. For the molar mass, the calculation gives 105.1 g/mol. The value obtained for the energy above the lowest of the compared OMol25 structures with the same formula, charge and spin is 283.1 kJ/mol.

Löwdin charges in e: -0.057 -0.393 -0.161 -0.114 -0.065 -0.201 -0.140 0.102 0.071 0.051 0.186 0.138 0.096 0.080 0.103 0.125 0.118 0.061